w:
ORCA calculation (ωB97M-V/def2-TZVPD) on the molecule C25H26N2O4.

**LUMO energy**: 0.6 eV
**Structure (SMILES)**: CCOc1ccc(NC(=O)COc2ccc(C(=O)NCCc3ccccc3)cc2)cc1
**Frontier orbital gap**: 0.327 Eh

Atoms and positions in Å:
C -3.153 -3.433 0.195
C -1.683 -3.322 -0.180
O -1.115 -2.299 0.615
C 0.229 -2.087 0.573
C 1.121 -2.734 -0.274
C 2.471 -2.421 -0.243
C 2.945 -1.452 0.628
C 2.054 -0.808 1.485
C 0.714 -1.120 1.458
H 0.016 -0.624 2.113
H 2.413 -0.048 2.163
N 4.286 -1.033 0.642
C 5.142 -1.041 -0.414
O 5.103 -1.811 -1.346
C 6.200 0.073 -0.332
O 5.755 1.219 0.363
C 4.511 1.712 0.059
C 3.793 1.375 -1.085
C 2.470 1.756 -1.201
C 1.855 2.503 -0.204
C 2.617 2.947 0.872
C 3.929 2.548 1.012
H 4.517 2.844 1.867
H 2.152 3.577 1.615
C 0.397 2.822 -0.241
O -0.067 3.882 0.126
N -0.358 1.799 -0.714
H 0.081 0.904 -0.866
C -1.799 1.836 -0.757
H -2.097 2.872 -0.585
H -2.137 1.531 -1.754
C -2.427 0.919 0.304
C -3.912 0.827 0.109
C -4.788 1.555 0.902
C -6.155 1.474 0.701
C -6.664 0.665 -0.300
C -5.799 -0.060 -1.101
C -4.434 0.023 -0.898
H -3.762 -0.542 -1.530
H -6.190 -0.693 -1.885
H -7.731 0.600 -0.456
H -6.825 2.045 1.327
H -4.395 2.188 1.684
H -2.198 1.316 1.294
H -1.984 -0.077 0.223
H 1.921 1.469 -2.086
H 4.243 0.788 -1.871
H 7.073 -0.283 0.223
H 6.517 0.312 -1.354
H 4.491 -0.361 1.371
H 3.154 -2.917 -0.912
H 0.781 -3.486 -0.968
H -1.577 -3.072 -1.246
H -1.170 -4.275 0.008
H -3.654 -2.481 0.045
H -3.246 -3.708 1.243
H -3.633 -4.192 -0.416

---

x:
ORCA calculation (ωB97M-V/def2-TZVPD) on the molecule C25H26N2O4.

**LUMO energy**: 0.6 eV
**Structure (SMILES)**: COc1cccc(CN(C)C(=O)CNC(=O)c2ccc(-c3ccccc3)cc2)c1OC
**Frontier orbital gap**: 0.337 Eh

Atoms and positions in Å:
C -1.351 4.868 -0.006
H -2.195 5.538 -0.179
O -0.697 5.382 1.137
C 0.608 5.089 1.381
C 1.281 6.026 2.166
C 2.614 5.864 2.471
C 3.307 4.777 1.973
C 2.660 3.811 1.214
C 1.295 3.947 0.939
O 0.630 2.971 0.207
C 0.025 1.967 0.999
H 0.773 1.351 1.506
H -0.645 2.399 1.751
H -0.546 1.348 0.309
C 3.465 2.627 0.732
N 3.076 2.142 -0.576
C 2.549 0.909 -0.677
O 2.570 0.100 0.238
C 1.914 0.542 -2.015
N 1.176 -0.684 -1.852
C -0.179 -0.698 -1.923
O -0.822 0.209 -2.420
C -0.813 -1.943 -1.403
C -1.923 -2.457 -2.064
C -2.549 -3.596 -1.601
C -2.090 -4.241 -0.454
C -0.992 -3.708 0.219
C -0.359 -2.572 -0.247
H 0.468 -2.158 0.314
H -0.648 -4.177 1.129
C -2.755 -5.455 0.042
C -4.145 -5.550 0.049
C -4.770 -6.690 0.517
C -4.017 -7.757 0.979
C -2.635 -7.675 0.973
C -2.008 -6.532 0.512
H -0.929 -6.480 0.495
H -2.043 -8.506 1.329
H -4.506 -8.649 1.342
H -5.848 -6.747 0.523
H -4.737 -4.714 -0.295
H -3.394 -4.002 -2.139
H -2.280 -1.950 -2.948
H 1.634 -1.372 -1.270
H 1.204 1.312 -2.327
H 2.687 0.423 -2.784
C 3.067 3.098 -1.657
H 3.698 3.940 -1.377
H 3.465 2.650 -2.568
H 2.059 3.469 -1.853
H 4.526 2.902 0.716
H 3.344 1.784 1.422
H 4.360 4.663 2.185
H 3.121 6.598 3.079
H 0.722 6.878 2.517
H -0.696 4.874 -0.879
H -1.728 3.856 0.152

---

What should be chosen as the least stable of them? Choose x.

---

w:
ORCA calculation (ωB97M-V/def2-TZVPD) on a 2-piece molecular cluster, H3O6 overall.

**LUMO energy (spin up / spin down)**: -9.5 / -6.9 eV
**Charge**: +1
**Frontier orbital gap (spin up / spin down)**: 0.221 / 0.349 Eh

Atoms and positions in Å:
O 0.685 -2.096 0.475
O -1.253 0.377 -1.092
O 0.027 1.391 0.526
O -0.319 -2.762 0.525
O 1.008 -0.167 -0.666
O 0.230 0.768 -0.670
H 1.412 -2.683 -0.039
H -1.242 0.631 -2.012
H 0.273 0.655 1.182

---

x:
ORCA calculation (ωB97M-V/def2-TZVPD) on a 2-piece molecular cluster, H3O6 overall.

**LUMO energy (spin up / spin down)**: -8.2 / -7.7 eV
**Charge**: +1
**Frontier orbital gap (spin up / spin down)**: 0.304 / 0.333 Eh

Atoms and positions in Å:
O 1.312 -0.157 -0.507
O -1.404 -0.711 -0.524
O 1.567 -0.156 0.799
O -0.033 1.104 -0.707
O -1.267 -0.097 0.721
O -0.512 1.152 0.422
H 0.574 -0.754 -0.596
H -2.408 -1.024 -0.677
H 2.172 0.643 1.068

---

What should be chosen as the least stable of them? Choose w.

---

w:
ORCA calculation (ωB97M-V/def2-TZVPD) on the molecule C9H14N2O5.

**LUMO energy**: 0.3 eV
**Structure (SMILES)**: O=C(O)C[C@H](NC(=O)[C@@H]1CCCN1)C(=O)O
**Frontier orbital gap**: 0.355 Eh

Atoms and positions in Å:
C 0.319 -0.497 -1.375
C 1.515 0.298 -0.734
C -0.092 -1.516 -0.346
C -0.010 -2.948 -0.944
C 1.068 -2.682 -2.024
C -0.187 1.381 0.623
C -0.457 2.935 0.283
C -0.666 1.063 2.091
C -2.219 0.664 2.237
H 1.726 -0.859 -2.781
H -0.700 0.141 -1.490
H 0.627 -1.511 0.506
H -0.984 -1.087 0.089
H 0.347 -3.634 -0.285
H -0.974 -3.259 -1.477
H 1.970 -2.457 -1.314
H 1.381 -3.354 -2.803
H 1.737 1.593 1.039
H -0.713 0.798 -0.093
H -0.284 1.526 3.014
H -0.178 -0.009 2.252
H -2.954 2.473 2.059
H 1.413 2.815 -0.249
N 0.808 -1.231 -2.576
N 1.169 0.993 0.397
O 2.656 0.144 -1.095
O -1.405 3.668 0.374
O -2.420 -0.467 2.612
O -3.203 1.551 2.239
O 0.710 3.467 -0.227

---

x:
ORCA calculation (ωB97M-V/def2-TZVPD) on the molecule C9H14N2O5.

**LUMO energy**: -0.3 eV
**Structure (SMILES)**: O=C(O)C[C@H](NC(=O)[C@@H]1CCCN1)C(=O)O
**Frontier orbital gap**: 0.298 Eh

Atoms and positions in Å:
C -1.367 0.089 0.040
C -0.344 -0.944 -0.532
C -2.325 -0.589 1.041
C -3.626 -0.670 0.291
C -3.579 0.401 -0.737
C 1.513 0.447 0.506
C 1.389 1.810 -0.102
C 2.961 0.081 0.841
C 3.665 -0.515 -0.240
H -1.867 1.471 -1.364
H -0.754 0.918 0.379
H -2.026 -1.621 1.302
H -2.412 0.136 1.842
H -3.659 -1.632 -0.236
H -4.484 -0.471 0.894
H -4.145 0.159 -1.619
H -4.090 1.258 -0.344
H 1.540 -1.242 -0.889
H 1.070 0.451 1.478
H 3.530 0.882 1.176
H 3.047 -0.640 1.717
H 4.833 -1.450 0.956
H 2.431 0.851 -1.391
N -2.172 0.591 -1.081
N 0.953 -0.633 -0.248
O -0.727 -1.909 -1.222
O 0.748 2.756 0.218
O 3.208 -0.436 -1.378
O 4.694 -1.336 0.020
O 1.996 1.786 -1.320

---

y:
ORCA calculation (ωB97M-V/def2-TZVPD) on the molecule C9H14N2O5.

**LUMO energy**: 0.5 eV
**Structure (SMILES)**: N[C@@H](CC(=O)O)C(=O)N1CCC[C@H]1C(=O)O
**Frontier orbital gap**: 0.360 Eh

Atoms and positions in Å:
C 1.518 -1.335 -0.571
C 1.257 -0.018 0.082
C 0.452 -2.402 -0.328
C 0.006 -2.518 1.093
C -0.197 1.979 0.284
C -0.617 1.795 1.741
C -1.299 2.583 -0.649
C -1.228 1.719 -1.921
C -0.810 0.392 -1.369
H 2.890 -2.083 0.855
H 3.531 -1.180 -0.286
H 1.625 -1.223 -1.655
H -0.382 -2.210 -0.954
H 0.806 -3.455 -0.494
H -1.374 -2.393 2.265
H 0.674 2.641 0.262
H -2.272 2.585 -0.165
H -1.034 3.655 -0.888
H -2.149 1.571 -2.534
H -0.435 2.023 -2.687
H -0.204 -0.231 -2.062
H -1.663 -0.272 -1.105
H -1.620 0.729 2.829
N 2.819 -1.898 -0.124
N 0.070 0.661 -0.277
O 1.967 0.486 0.928
O 0.753 -2.832 1.951
O -1.227 -2.108 1.336
O -0.665 2.756 2.466
O -1.192 0.580 1.975

---

What should be chosen as the least stable of them? Choose w.

---

w:
ORCA calculation (ωB97M-V/def2-TZVPD) on the molecule CH6N4.

**LUMO energy**: 0.9 eV
**Structure (SMILES)**: [H]/N=C(/N)NN
**Frontier orbital gap**: 0.357 Eh

Atoms and positions in Å:
C 0.032 -0.378 -0.389
H -0.985 0.754 1.958
H 0.706 0.695 2.108
H -0.007 1.959 -0.496
H 0.731 0.052 -2.385
H 0.047 -1.568 -2.127
H -0.807 -1.053 1.291
N -0.065 1.185 1.514
N 0.276 0.904 0.136
N 0.368 -0.645 -1.682
N -0.562 -1.240 0.316

---

x:
ORCA calculation (ωB97M-V/def2-TZVPD) on the molecule CH6N4.

**LUMO energy**: 1.2 eV
**Structure (SMILES)**: N/N=C/NN
**Frontier orbital gap**: 0.341 Eh

Atoms and positions in Å:
C -0.612 -0.228 0.487
H 2.401 0.291 1.146
H 2.189 -0.774 -0.184
H 0.594 -1.131 1.859
H -1.502 -0.331 1.097
H -2.159 1.284 -0.978
H -1.120 1.165 -2.212
N 1.782 -0.050 0.468
N 0.603 -0.457 1.158
N -0.386 0.170 -0.679
N -1.531 0.461 -1.467

---

y:
ORCA calculation (ωB97M-V/def2-TZVPD) on the molecule CH6N4.

**LUMO energy (spin up / spin down)**: 0.7 / 0.7 eV
**Frontier orbital gap (spin up / spin down)**: 0.290 / 0.283 Eh

Atoms and positions in Å:
C -0.872 0.647 0.859
N 0.891 -1.891 -1.061
N 0.199 -1.163 -0.284
N 0.845 0.970 -0.939
N 0.081 0.250 -0.296
H -0.518 0.152 1.808
H -0.864 1.741 1.037
H -1.877 0.335 0.792
H 1.740 -1.277 -1.277
H -0.657 -1.733 -0.097
H 1.033 1.969 -0.543

---

What should be chosen as the least stable of them? Choose y.

---

w:
ORCA calculation (ωB97M-V/def2-TZVPD) on the molecule C4H10N2S.

**LUMO energy**: 0.7 eV
**Structure (SMILES)**: NC[C@]1(CS)CN1
**Frontier orbital gap**: 0.347 Eh

Atoms and positions in Å:
C 0.738 0.611 -0.751
C 0.245 -0.150 0.135
C -1.226 -0.590 -0.211
C 0.417 0.126 1.509
H -1.102 1.319 -1.434
H 0.464 2.087 -2.407
H 1.264 0.001 -1.650
H 1.679 1.101 -0.323
H -1.723 0.358 -0.191
H -1.369 -1.112 -1.239
H -1.337 -2.627 1.023
H -0.181 -0.202 2.391
H 1.056 0.817 2.026
H 2.105 -0.744 0.648
N 0.013 1.637 -1.318
N 1.169 -0.991 0.843
S -2.213 -1.642 0.949

---

x:
ORCA calculation (ωB97M-V/def2-TZVPD) on a 2-piece molecular cluster, C4H10N2S overall.

**LUMO energy**: -1.7 eV
**Frontier orbital gap**: 0.261 Eh

Atoms and positions in Å:
C 1.736 0.999 0.397
C 1.243 -1.332 -0.258
C -0.528 0.705 -0.127
C -1.677 -0.304 -0.293
H 2.184 1.580 -0.458
H 2.509 0.306 0.750
H 1.175 1.650 1.028
H 1.166 -1.466 -1.309
H 2.262 -1.624 0.193
H 0.618 -2.139 -0.023
H -1.416 2.289 -0.638
H -1.298 -0.523 -1.482
H -1.347 -1.158 0.272
H -3.438 -1.042 1.897
N 0.722 -0.006 0.284
N -0.555 1.967 -0.327
S -3.355 0.099 0.094

---

What should be chosen as the least stable of them? Choose x.